Computed, not measured: a 2-piece molecular cluster, C6H16NS overall, with ωB97M-V/def2-TZVPD.

The value obtained for the largest force on an atom is 2.09 eV/Å. The frontier orbital gap (spin up / spin down) is 9.075 / 6.123 eV. For the energy above the lowest of the compared OMol25 structures with the same formula, charge and spin, the calculation gives 24.05 kcal/mol. The multiplicity is 2.

Each line ends with the natural charge from an NBO analysis.
Element x y z (Å)
H: -1.751 3.571 -1.470  0.24
H: 0.209 -0.304 2.950  0.20
H: 2.852 -0.943 0.388  0.16
H: 1.739 -2.066 -0.428  0.20
C: -2.266 1.640 -1.987  -0.40
C: 1.769 -1.163 0.220  -0.40
N: 1.033 -1.341 1.443  -0.45
H: -1.022 0.108 -3.065  0.21
H: -2.440 -0.518 -2.111  0.22
C: -1.171 2.667 -1.658  -0.58
H: 0.694 0.701 1.566  0.20
H: -0.997 0.175 -1.237  0.20
H: 1.351 -0.311 -0.337  0.20
H: 2.234 -2.395 2.833  0.16
H: -2.844 1.847 -2.958  0.21
C: 0.985 -0.133 2.211  -0.41
H: -2.853 1.687 -1.099  0.21
C: -1.647 0.250 -2.140  -0.61
C: 1.289 -2.528 2.215  -0.41
H: 1.315 -3.384 1.513  0.20
S: -0.353 2.291 -0.079  0.10
H: 0.460 -2.761 2.926  0.20
H: 1.918 0.080 2.832  0.15
H: -0.501 2.828 -2.531  0.21

---

Computed, not measured: a 2-piece molecular cluster, C6H16O overall, with ωB97M-V/def2-TZVPD.

The value obtained for the largest force on an atom is 2.10 eV/Å. The frontier orbital gap is 11.569 eV. For the energy above the lowest of the compared OMol25 structures with the same formula, charge and spin, the calculation gives 15.08 kcal/mol. The SMILES is CCC(C)CC.O.

Each line ends with the natural charge from an NBO analysis.
Element x y z (Å)
H: -0.103 -1.116 -1.977  0.20
C: 1.436 -0.790 -0.426  -0.39
C: 0.668 -1.666 -1.447  -0.62
H: -0.316 0.407 0.232  0.20
H: 1.569 2.372 0.687  0.20
H: -1.313 2.076 -1.135  0.20
C: -0.342 2.542 -1.301  -0.61
H: 0.898 1.193 1.874  0.21
H: 1.307 -2.009 -2.255  0.21
H: -4.489 -2.499 2.900  0.46
H: 1.618 1.810 -1.769  0.20
H: -3.504 -3.614 2.918  0.46
H: 2.425 0.958 1.161  0.20
H: 0.164 -2.465 -0.906  0.21
C: 1.425 1.329 0.929  -0.61
C: 0.670 1.383 -1.454  -0.40
H: 2.361 -0.436 -0.885  0.20
H: 1.616 -1.339 0.484  0.21
H: 0.240 0.753 -2.235  0.20
C: 0.688 0.545 -0.178  -0.21
H: -0.427 3.324 -2.042  0.21
O: -3.675 -2.761 3.344  -0.93
H: -0.159 3.074 -0.354  0.20

---

Computed, not measured: a 2-piece molecular cluster, C6H16O2 overall, with ωB97M-V/def2-TZVPD.

Its charge is -1. The value obtained for the largest force on an atom is 3.43 eV/Å. The frontier orbital gap (spin up / spin down) is 2.463 / 10.245 eV. For the energy above the lowest of the compared OMol25 structures with the same formula, charge and spin, the calculation gives 17.62 kcal/mol. The multiplicity is 2.

Each line ends with the natural charge from an NBO analysis.
Element x y z (Å)
H: -1.217 0.635 -2.297  0.22
H: 0.675 -2.068 0.602  0.19
H: 1.658 0.538 -0.398  0.18
C: -0.766 -1.210 -1.305  -0.40
H: -2.554 -0.557 -2.490  0.20
H: -0.503 0.600 -0.176  0.22
H: -2.858 -0.415 0.402  0.20
H: 2.400 -1.020 -0.465  0.14
H: 0.347 -0.690 1.798  0.23
H: -1.134 -0.705 -3.448  0.19
H: -2.021 -1.582 1.334  0.19
H: -1.234 3.278 1.017  0.36
C: -0.673 -0.467 -0.006  -0.25
C: 1.855 -0.339 0.199  -0.13
H: -1.289 -2.157 -1.090  0.19
H: -1.985 0.159 1.670  0.21
C: -1.459 -0.421 -2.454  -0.63
O: 2.803 -0.186 1.286  -0.79
H: 3.591 0.268 0.988  0.45
H: 0.208 -1.528 -1.728  0.19
O: -0.396 3.381 0.533  -1.39
C: 0.632 -1.003 0.796  -0.42
H: 0.190 3.992 1.006  0.35
C: -1.878 -0.595 0.890  -0.70

---

Computed, not measured: a 3-piece molecular cluster, C6H16O2 overall, with ωB97M-V/def2-TZVPD.

The value obtained for the largest force on an atom is 2.93 eV/Å. The frontier orbital gap is 9.277 eV. For the energy above the lowest of the compared OMol25 structures with the same formula, charge and spin, the calculation gives 24.98 kcal/mol. The SMILES is C/C=C/CCC.O.O.

Each line ends with the natural charge from an NBO analysis.
Element x y z (Å)
H: 0.733 -1.587 -0.896  0.20
C: 2.276 -0.328 -1.883  -0.63
H: -2.511 -2.497 -0.712  0.48
H: -2.116 2.331 -1.155  0.22
H: -2.769 2.604 0.512  0.21
O: -0.397 -1.141 3.167  -0.93
H: -1.035 -1.495 2.579  0.47
C: -1.877 2.440 -0.093  -0.66
H: 2.438 -1.061 -2.682  0.21
H: -1.353 3.389 0.005  0.22
H: 0.669 -0.449 1.158  0.22
H: 1.616 0.346 -2.450  0.20
C: 0.223 1.127 -0.209  -0.19
H: -1.358 0.579 1.051  0.19
C: 1.150 0.131 0.364  -0.44
H: 2.314 -1.635 -0.163  0.19
H: -2.709 -1.641 0.540  0.47
C: -1.004 1.287 0.310  -0.17
H: 0.389 -1.699 3.066  0.47
H: 3.141 0.288 -1.650  0.21
H: 2.132 0.463 0.717  0.20
C: 1.613 -0.975 -0.676  -0.38
O: -2.087 -2.259 0.120  -0.94
H: 0.522 1.782 -1.020  0.19

---

Computed, not measured: an isolated molecule of C6H16O3SSi, with ωB97M-V/def2-TZVPD.

The value obtained for the largest force on an atom is 1.97 eV/Å. The frontier orbital gap is 9.587 eV. For the energy above the lowest of the compared OMol25 structures with the same formula, charge and spin, the calculation gives 0.00 kcal/mol. The SMILES is CO[Si](CCCS)(OC)OC.

Each line ends with the natural charge from an NBO analysis.
Element x y z (Å)
O: -2.151 0.215 0.446  -0.90
H: -3.824 -0.773 1.082  0.18
H: 0.571 -1.089 -1.706  0.23
H: -0.840 -0.263 -2.125  0.24
C: -2.933 -0.337 1.468  -0.24
O: -0.583 -1.813 0.792  -0.92
H: 2.715 2.794 -2.023  0.11
C: 0.836 1.093 -1.634  -0.41
H: -0.177 -0.211 3.012  0.17
H: 1.219 -2.305 1.434  0.17
H: 1.387 0.666 3.141  0.18
C: 1.282 1.390 -3.050  -0.55
Si: -0.566 -0.221 0.343  2.30
H: 1.966 0.622 -3.401  0.21
H: 0.135 -3.647 1.145  0.18
H: 0.872 -2.810 -0.238  0.17
S: 2.013 2.955 -3.172  0.00
O: 0.463 0.699 1.284  -0.90
C: 0.027 -0.202 -1.463  -0.91
H: -2.339 -1.134 1.966  0.18
H: 0.424 1.364 -3.750  0.22
H: 0.193 1.893 -1.258  0.21
C: 0.473 -2.692 0.758  -0.23
H: -0.099 1.588 3.023  0.18
C: 0.398 0.667 2.686  -0.24
H: 1.708 1.107 -0.953  0.21
H: -3.171 0.444 2.195  0.17

---

Computed, not measured: a 2-piece molecular cluster, C6H16S overall, with ωB97M-V/def2-TZVPD.

The value obtained for the largest force on an atom is 1.11 eV/Å. The frontier orbital gap is 9.943 eV. For the energy above the lowest of the compared OMol25 structures with the same formula, charge and spin, the calculation gives 3.45 kcal/mol. The SMILES is CCCS.CCC.

Each line ends with the natural charge from an NBO analysis.
Element x y z (Å)
C: -1.732 -1.437 -2.177  -0.60
H: -1.693 -0.340 -2.142  0.19
H: -0.513 1.992 3.102  0.21
H: -0.717 1.737 0.718  0.20
C: 0.692 -1.629 -1.432  -0.61
C: 1.244 2.558 0.875  -0.60
H: -0.469 -0.534 4.259  0.12
H: 1.286 2.735 -0.198  0.21
H: 0.855 -0.552 -1.505  0.20
H: 0.435 -1.923 -0.417  0.21
H: -0.469 -3.099 -2.488  0.19
H: 0.943 3.496 1.341  0.20
H: -2.066 -1.699 -1.169  0.20
H: -2.472 -1.745 -2.910  0.21
C: 0.072 1.192 2.653  -0.50
H: -0.036 -1.656 -3.465  0.20
H: 1.061 1.182 3.110  0.21
H: 1.642 -2.109 -1.676  0.21
C: -0.346 -2.013 -2.484  -0.39
S: -0.733 -0.418 2.956  -0.06
H: 2.245 2.301 1.221  0.20
C: 0.239 1.445 1.159  -0.41
H: 0.534 0.517 0.670  0.21

---

Computed, not measured: a 2-piece molecular cluster, C6H16S overall, with ωB97M-V/def2-TZVPD.

The value obtained for the largest force on an atom is 2.27 eV/Å. The frontier orbital gap is 9.398 eV. For the energy above the lowest of the compared OMol25 structures with the same formula, charge and spin, the calculation gives 23.72 kcal/mol. The SMILES is CCSC.CCC.

Each line ends with the natural charge from an NBO analysis.
Element x y z (Å)
H: 2.903 -0.145 1.315  0.20
H: 0.411 1.035 -0.376  0.20
C: -0.297 0.536 -1.038  -0.51
H: 2.833 -0.851 2.897  0.20
C: 0.246 0.564 -2.467  -0.63
H: 0.157 -1.028 1.477  0.20
H: 0.032 -2.684 0.862  0.21
S: -1.894 1.453 -1.030  0.15
H: -0.440 -0.414 -0.488  0.21
H: 0.990 -0.221 -2.546  0.22
H: 0.536 -2.361 2.529  0.21
H: 0.615 1.531 -2.787  0.22
C: 0.675 -2.002 1.481  -0.62
H: 4.062 -1.407 1.919  0.21
C: -2.238 1.408 0.791  -0.73
C: 3.005 -1.104 1.833  -0.61
H: 2.417 -2.092 0.097  0.20
C: 2.134 -2.133 1.135  -0.41
H: -2.762 2.366 0.797  0.23
H: -2.836 0.533 1.040  0.21
H: -0.614 0.440 -3.115  0.21
H: 2.574 -3.055 1.542  0.20
H: -1.356 1.326 1.440  0.22

---

Computed, not measured: a 2-piece molecular cluster, C6H16S2 overall, with ωB97M-V/def2-TZVPD.

The value obtained for the largest force on an atom is 1.15 eV/Å. The frontier orbital gap is 9.203 eV. For the energy above the lowest of the compared OMol25 structures with the same formula, charge and spin, the calculation gives 19.37 kcal/mol. The SMILES is CCSC.CCSC.

Each line ends with the natural charge from an NBO analysis.
Element x y z (Å)
C: 7.491 -0.901 -5.469  -0.62
C: 3.197 -8.954 -11.973  -0.74
C: 6.401 -8.430 -13.833  -0.62
H: 5.416 -10.129 -13.030  0.22
H: 6.641 -1.549 -5.740  0.21
S: 8.948 -1.618 -7.825  0.16
H: 5.638 -8.425 -14.629  0.21
H: 6.774 -2.581 -8.201  0.21
H: 7.789 0.425 -7.219  0.21
H: 7.716 -2.525 -9.724  0.24
H: 9.206 0.178 -6.157  0.23
H: 3.140 -10.003 -11.635  0.21
H: 2.353 -8.396 -11.535  0.23
C: 7.464 -1.968 -8.806  -0.75
H: 6.730 -9.602 -11.938  0.23
C: 8.342 -0.330 -6.628  -0.51
H: 7.348 -8.806 -14.257  0.21
S: 4.854 -8.265 -11.581  0.17
H: 6.948 -1.036 -9.090  0.21
H: 7.099 0.012 -4.990  0.21
C: 5.946 -9.242 -12.633  -0.54
H: 3.101 -8.933 -13.072  0.21
H: 6.557 -7.394 -13.488  0.21
H: 8.123 -1.437 -4.741  0.21